Record 1
The following is a quantum chemistry calculation of a cluster of 7 separate species, C3H19N2O7S in total in a non-equilibrium geometry, from the Open Molecules 2025 dataset.

Cartesian coordinates (Å):
N1 -1.2955 -0.0903 2.2720
C1 -0.6579 -0.6314 1.0520
C2 -0.7177 0.2955 -0.1896
S1 -2.4164 0.6806 -0.5328
C3 0.7536 -0.8472 1.6626
N2 1.7416 0.1171 1.5105
O1 1.1240 -1.8843 2.1962
H1 -2.2947 0.0605 2.1906
H2 -1.1700 0.9017 2.3244
H3 -1.2748 -1.4130 0.8970
H4 -0.2259 1.2914 0.0479
H5 -0.0647 0.1042 -1.1371
H6 1.4836 1.0959 1.3853
H7 2.5845 0.0028 2.0822
H8 -0.2037 2.8695 1.2942
H9 0.6291 2.8622 0.0464
O2 0.6990 2.6573 1.0108
H10 -1.4121 -3.1356 1.3560
H11 0.1003 -3.2950 0.9681
O3 -0.7757 -3.6250 0.7130
H12 1.3303 -0.9858 -1.6365
H13 2.7203 -0.8464 -0.9367
O4 2.1047 -0.3853 -1.4573
H14 0.6342 2.6434 -2.0828
H15 1.7060 1.9292 -1.3602
O5 1.3925 2.7859 -1.5245
H16 -1.6576 0.7842 -3.1086
H17 -1.3671 1.8464 -2.2024
O6 -1.0315 1.3388 -2.9635
H18 -1.0606 -1.6918 -1.6375
H19 -0.9867 -3.0639 -0.8970
O7 -0.3913 -2.3716 -1.3428

Output
Energy above the lowest of the compared OMol25 structures with the same formula, charge and spin (kcal per mole): 79.7
Kohn-Sham gap (Eh): 0.249
Net charge: -1

---

Record 2
The following is a quantum chemistry calculation of a structure of composition C3H2 in a non-equilibrium geometry, from the Open Molecules 2025 dataset.

Cartesian coordinates (Å):
C1 -1.7942 0.0299 0.2611
C2 -2.9891 -0.0758 -0.1420
C3 -0.5144 0.1520 -0.0651
H1 0.1174 -1.1041 0.0587
H2 0.0521 0.8873 -0.5087

Output
Energy above the lowest of the compared OMol25 structures with the same formula, charge and spin (kcal per mole): 27.3
Kohn-Sham gap (Eh): 0.311

---

Record 3
The following is a quantum chemistry calculation of a structure of composition C3H20KO7 in a non-equilibrium geometry, from the Open Molecules 2025 dataset.

Cartesian coordinates (Å):
K1 1.3384 -3.8897 -17.3450
O1 0.4055 -4.5283 -15.3972
H1 -0.4073 -4.6781 -14.9143
H2 0.9731 -4.0719 -14.7760
O2 1.9224 -2.6497 -19.1352
H3 2.6042 -2.3704 -19.7463
H4 1.1063 -2.5542 -19.6263
O3 -0.5559 -3.0398 -16.9095
H5 -0.6791 -3.6134 -16.1532
H6 -1.1656 -2.3164 -16.7640
O4 2.0408 -5.9319 -16.9371
H7 2.6079 -6.5288 -17.4254
H8 1.1961 -6.3805 -16.8993
O5 2.4501 -2.2360 -16.2770
H9 1.9196 -1.4790 -16.0282
H10 2.9409 -2.4557 -15.4852
O6 3.5816 -4.1586 -17.5493
H11 3.7558 -4.8774 -18.1569
H12 3.5604 -4.5733 -16.6868
C1 -0.9502 -6.7485 -16.9715
C2 -0.3388 -6.2513 -18.2472
C3 -1.1697 -6.6580 -19.4420
O7 -0.2094 -4.8846 -18.2283
H13 -0.8586 -7.8308 -16.8805
H14 -2.0234 -6.5846 -16.8748
H15 -0.3726 -6.3735 -16.1266
H16 0.6626 -6.6775 -18.3086
H17 -0.7513 -6.4797 -20.4326
H18 -2.1702 -6.2279 -19.3965
H19 -1.4362 -7.7143 -19.4048
H20 -0.7862 -4.4155 -18.8356

Output
Energy above the lowest of the compared OMol25 structures with the same formula, charge and spin (kcal per mole): 142.3
Kohn-Sham gap (Eh): 0.393
Net charge: +1